(1)
Below is C6H6O2 in the gas phase in a non-equilibrium geometry, with properties calculated with the ωB97M-V functional and the def2-TZVPD basis.

Structure (XYZ):
```
14
Properties=species:S:1:pos:R:3:forces:R:3:mulliken_charge:R:1
O 0.4781 1.1446 -0.0633 -0.91 -2.85 -0.89 -0.26
O 2.9345 0.1020 0.4203 -3.77 -5.92 -4.56 -0.49
C 2.0943 -0.7478 -0.2503 2.03 5.07 3.89 -0.11
C 0.6543 -0.2201 -0.1755 4.31 -0.18 0.27 0.54
C -2.8576 -0.3788 0.1640 -8.21 -3.60 1.15 -1.06
C -0.4679 -0.9366 -0.0577 0.68 -3.86 1.31 -0.36
C -1.5253 -0.0534 -0.1164 2.14 5.16 0.72 0.83
C -0.8884 1.2657 -0.0447 -0.37 -0.88 -2.13 -0.57
H 2.2673 -1.7871 -0.8419 0.19 2.48 1.59 0.25
H -3.7911 0.3386 0.4731 2.93 -0.87 -1.33 0.28
H -3.5032 -1.2742 -0.5893 2.32 2.87 1.61 0.22
H -1.0232 2.2686 -0.5280 -1.19 -0.93 1.23 0.30
H -0.4062 -2.0671 0.4172 -0.52 2.92 -2.07 0.19
H -2.9005 -1.0256 1.0953 0.37 0.59 -0.78 0.25
```
Forces are in eV/Å.

Properties
- Lowest unoccupied orbital energy: -0.0179 hartree
- Highest occupied orbital energy: -0.31969 Ha
- Orbital gap: 8.2118 eV
- Structure (SMILES): Cc1coc(C=O)c1
- Energy relative to the best compared isomer or geometry (same formula, charge and spin): 102.6 kcal/mol

(2)
Below is C6H6O2 in the gas phase in a non-equilibrium geometry, with properties calculated with the ωB97M-V functional and the def2-TZVPD basis.

Structure (XYZ):
```
14
Properties=species:S:1:pos:R:3:forces:R:3:mulliken_charge:R:1
O -2.1323 -0.6626 -0.0430 0.11 -2.63 -0.87 -0.41
O 1.6547 -0.7734 0.7318 -1.55 0.05 2.41 -0.41
C 1.4434 0.2651 -0.1615 -0.70 2.08 -0.80 0.11
C -0.6876 1.4724 0.1052 0.55 -5.88 2.00 -0.74
C -1.1489 0.0277 0.5654 1.24 4.21 0.96 0.14
C -0.7044 -0.8332 -0.5591 0.95 2.01 -0.56 -0.22
C 0.5728 1.5346 -0.1462 5.08 0.45 -1.12 -0.32
C 0.8014 -1.1264 -0.3206 2.92 0.02 -4.04 -0.25
H -1.0610 -0.1243 1.7114 0.40 -0.28 -2.07 0.29
H 1.6116 -1.4068 -1.1618 -2.96 -1.23 1.23 0.33
H 1.1887 2.4667 -0.6566 -1.97 -2.27 1.67 0.17
H 2.3268 0.5502 -0.7017 0.56 -0.59 -0.46 0.41
H -1.2205 2.2570 0.0100 -4.32 5.19 -0.61 0.64
H -0.6848 -0.2971 -1.6107 -0.31 -1.13 2.28 0.26
```
Forces are in eV/Å.

Properties
- Lowest unoccupied orbital energy: 0.0322 hartree
- Highest occupied orbital energy: -0.34964 Ha
- Orbital gap: 10.3902 eV
- Structure (SMILES): C1=C[C@H]2O[C@H]2[C@H]2O[C@H]12
- Energy relative to the best compared isomer or geometry (same formula, charge and spin): 167.0 kcal/mol